A 2-piece molecular cluster, C2H8NO overall, computed with wB97M-V/def2-TZVPD.

Each line ends with the Mulliken charge.
Atoms and positions in Å:
N1 1.82572 -0.20659 -0.97896  -0.51
H1 1.37658 -0.81112 -0.35830  0.30
H2 2.52740 -0.83014 -1.59605  0.44
H3 1.05815 0.30474 -1.43226  0.37
H4 2.27311 0.57694 -0.47137  0.39
C1 -1.14205 -0.21756 1.58361  -0.42
C2 -1.29350 0.48467 0.47243  0.40
O1 -0.91687 0.15400 -0.76568  -0.40
H5 -2.02845 -0.17403 2.39920  0.33
H6 -0.15990 -0.53748 2.12693  0.32
H7 -1.97902 1.31443 0.42659  0.41
H8 -1.54118 -0.05786 -1.40614  0.36

Atomic forces in eV per Å
N 2.180 0.680 -2.041
H -0.620 -1.445 1.528
H -1.833 2.138 1.252
H 0.423 -0.679 -1.040
H 0.709 -0.816 -0.069
C 1.182 -1.207 6.373
C -2.671 1.114 -4.680
O 3.611 -0.262 3.708
H 1.765 -0.023 -1.957
H -1.655 -0.040 -1.428
H -0.459 0.536 0.578
H -2.632 0.003 -2.223

Computed properties:
<S²>: 0.7543
Spin multiplicity: 2
HOMO (alpha / beta), eV: -21.20 / -22.68
Total energy, hartree: -210.16219
Charge: +2

***

A 2-piece molecular cluster, C10H17N3 overall, computed with wB97M-V/def2-TZVPD.

Each line ends with the Mulliken charge.
Atoms and positions in Å:
C1 -0.83624 -0.43581 -1.96995  0.01
C2 -0.77682 -1.38569 -0.96766  0.62
C3 -1.41148 -1.05786 0.18899  1.38
C4 0.96637 2.25519 0.80940  0.84
C5 -2.23943 0.22486 0.21218  -1.63
C6 -1.44920 -1.97779 1.37366  -1.61
C7 1.30585 2.39277 -0.64122  -0.98
C8 0.69867 3.54593 1.61432  -1.63
C9 1.56739 -2.43183 -1.45161  -1.14
C10 0.08029 -2.56466 -1.20604  -0.91
N1 -1.05080 0.36219 -2.75614  -0.59
N2 1.49466 0.34394 2.15257  -1.01
N3 1.25064 1.28035 1.56802  0.76
H1 -2.81564 0.18771 1.03695  0.49
H2 -2.74927 0.20133 -0.73616  0.46
H3 -1.50464 1.06036 0.30590  0.22
H4 -1.58865 -1.48766 2.32510  0.42
H5 -0.50543 -2.53763 1.47876  0.36
H6 -2.26280 -2.66339 1.40171  0.36
H7 2.13777 1.53839 -0.82271  0.24
H8 1.64457 3.31873 -0.97823  0.48
H9 0.42630 2.09856 -1.34220  0.12
H10 1.67877 3.81163 2.06261  0.33
H11 -0.08797 3.50248 2.33191  0.38
H12 0.42130 4.24294 0.93373  0.49
H13 1.81019 -1.83056 -2.29900  0.38
H14 2.01589 -3.51524 -1.65747  0.31
H15 2.08634 -2.08105 -0.55030  0.31
H16 0.09629 -3.21683 -0.36706  0.28
H17 -0.40292 -3.18136 -2.05006  0.29

Atomic forces in eV per Å
C -0.365 0.332 -0.716
C 0.634 -0.274 2.518
C -0.304 -0.310 -0.609
C -0.890 2.935 0.828
C 3.518 -0.833 -1.872
C 1.412 0.179 0.418
C -0.149 -5.510 -1.093
C 1.967 -2.318 0.713
C 1.164 -2.094 -0.096
C -0.465 -2.143 -1.441
N 0.074 1.088 -1.171
N 0.119 -0.696 0.804
N 0.297 -0.975 -1.230
H -2.357 0.208 2.551
H -0.574 0.800 -0.041
H -0.773 -0.254 -0.289
H 0.184 0.807 0.180
H -0.464 0.073 -0.107
H -0.765 -0.782 -0.666
H -1.678 2.086 -0.113
H 0.779 1.616 0.006
H 1.332 0.440 1.178
H -0.754 0.311 0.085
H -0.401 -0.364 0.774
H -0.683 2.417 -2.007
H 0.308 0.567 -0.550
H -0.989 2.235 0.355
H -0.120 0.180 -0.276
H -0.808 -0.562 0.855
H 0.751 0.844 1.010

Computed properties:
HOMO, eV: -7.87
Total energy, hartree: -555.36497
Charge: 0

***

Per-record relative energy (zero: lowest compared OMol25 entry of this formula, charge and spin), kcal per mole: 40.8, 64.6
Per-record F_max, eV/A: 6.593, 5.619